DFT (the ωB97M-V functional and the def2-TZVPD basis) results for a 11-piece molecular cluster, C32H54ClN7O16 overall.

```
! wB97M-V def2-TZVPD RIJCOSX def2/J DEFGRID3
* xyz 0 1
C -1.9013 1.6302 -4.9252
C -2.0189 0.1076 -4.7226
C -0.9171 -0.5072 -3.8767
N -1.0414 -1.9613 -3.6074
C -2.4636 -2.3686 -3.3183
C -0.1067 -2.3462 -2.4619
C 0.2676 -3.7753 -2.7961
C 0.6057 -3.6469 -4.2531
C -0.5767 -2.8225 -4.7933
H -0.8818 1.9597 -5.1381
H -2.3717 2.1214 -4.0825
H -2.3918 1.8464 -5.8753
H -2.0370 -0.4020 -5.6948
H -3.0172 -0.0645 -4.3176
H -0.8858 0.0761 -2.9471
H 0.0540 -0.2482 -4.3064
H -2.8787 -1.8602 -2.4489
H -2.4379 -3.3929 -2.9424
H -3.0303 -2.3126 -4.2369
H -0.6218 -2.3642 -1.5006
H 0.7577 -1.6956 -2.3597
H -0.5560 -4.4363 -2.5302
H 1.1636 -4.0401 -2.2383
H 0.7592 -4.5657 -4.8159
H 1.4807 -3.0215 -4.4198
H -1.4022 -3.5047 -4.9975
H -0.3542 -2.3289 -5.7359
Cl 0.7451 0.3480 0.7469
O -0.3874 0.1412 1.6146
O 1.3102 -0.9214 0.3997
O 0.4196 1.1386 -0.4179
O 1.7891 1.0072 1.5049
C 4.2553 1.2312 4.0355
N 5.5422 1.5555 3.3727
O 5.7539 2.6839 3.0225
O 6.3010 0.6236 3.2300
H 4.0804 0.1588 4.0083
H 3.3762 1.6971 3.6116
H 4.4586 1.4186 5.0902
C 1.7454 4.1314 3.0869
N 1.5921 3.6478 4.4881
O 0.6868 2.8861 4.7250
O 2.5507 3.8697 5.1959
H 0.8057 4.2621 2.5644
H 2.3430 3.3419 2.6351
H 2.3179 5.0528 3.0787
C -2.7302 -1.1894 3.8440
N -3.1173 -2.5499 4.3463
O -3.1188 -2.6498 5.5532
O -3.4197 -3.3991 3.5407
H -2.7556 -1.0569 2.7707
H -1.7814 -1.0118 4.3442
H -3.4138 -0.4514 4.2643
C -2.0073 3.5213 2.6241
N -2.8911 2.8709 3.6354
O -2.6960 3.1341 4.7996
O -3.7284 2.0970 3.2206
H -2.5668 3.5403 1.6967
H -1.1643 2.8267 2.5802
H -1.6010 4.4757 2.9376
C 3.4399 -0.0131 -2.6439
N 3.9054 -1.2557 -3.3413
O 3.3248 -2.3206 -3.2673
O 4.9573 -1.1448 -3.9259
H 4.2898 0.6576 -2.7076
H 3.2146 -0.1312 -1.5876
H 2.6507 0.3355 -3.3070
C 1.4129 -4.3723 0.3445
N 2.4419 -5.4199 0.1105
O 2.7196 -5.6742 -1.0392
O 2.8552 -5.9959 1.0906
H 1.6714 -3.4797 -0.2178
H 1.3790 -4.0927 1.3941
H 0.4470 -4.8006 0.0868
C -4.5241 -0.6380 -0.8606
C -3.4693 -0.0591 -0.1867
C -2.9338 1.1211 -0.7037
C -3.5790 1.7685 -1.7320
C -4.6443 1.1828 -2.3953
C -5.1649 -0.0124 -1.9335
H -4.8788 -1.6267 -0.5824
H -3.0052 -0.6060 0.6225
H -2.0714 1.4798 -0.1527
H -3.1727 2.7274 -2.0384
H -5.2228 1.6544 -3.1831
H -5.9778 -0.5565 -2.3958
C 0.3649 6.4996 -2.2669
C 0.2084 5.1404 -2.0414
C -0.8277 4.6873 -1.2383
C -1.7565 5.6041 -0.7466
C -1.5934 6.9554 -0.9909
C -0.5189 7.4387 -1.7280
H 1.3054 6.8217 -2.7018
H 0.8103 4.3995 -2.5519
H -1.0090 3.6235 -1.1341
H -2.6045 5.2512 -0.1729
H -2.3607 7.6318 -0.6307
H -0.4382 8.5041 -1.8828
C 1.4254 -3.6484 3.7848
C 1.7288 -4.7944 4.5003
C 2.9829 -4.9471 5.0812
C 3.9537 -4.0029 4.8784
C 3.6944 -2.8799 4.0915
C 2.4396 -2.6998 3.5288
H 0.4570 -3.5265 3.3171
H 0.9713 -5.5537 4.6470
H 3.1721 -5.7616 5.7706
H 4.9560 -4.0178 5.2903
H 4.4579 -2.1130 4.0468
H 2.2246 -1.8478 2.8943
*
```

Kohn-Sham gap = 8.700 eV
E_HOMO = -9.07 eV

Atomic partial charges in e from the Löwdin method, atoms 1 to 6:
1 C -0.0653
2 C -0.2341
3 C -0.1397
4 N -0.2152
5 C 0.0280
6 C -0.0942

DFT (the ωB97M-V functional and the def2-TZVPD basis) results for an isolated ion of composition C4H7NO2 and charge -1.

```
! wB97M-V def2-TZVPD RIJCOSX def2/J DEFGRID3
* xyz -1 2
O -3.2258 -0.4286 0.0185
C -2.0838 -0.5689 -0.3364
C -0.8355 -0.1311 0.4160
C 0.4365 -0.7680 -0.2405
C 1.5490 0.2305 -0.3382
N 1.4454 1.4161 0.3356
O 2.5129 -0.0283 -1.0866
H -1.8895 -1.1340 -1.3515
H -0.9090 -0.4414 1.4359
H -0.9930 0.9340 0.5291
H 0.2628 -1.1116 -1.2323
H 0.8460 -1.5687 0.4275
H 0.6242 1.6576 0.8684
H 2.2596 1.9422 0.5544
*
```

Energy relative to the best compared isomer or geometry (same formula, charge and spin) = 87.8 kJ/mol
Kohn-Sham gap (spin up / spin down) = 3.097 / 7.134 eV
<S²> = 0.75
E_HOMO (spin up / spin down) = 0.76 / -3.37 eV

Atomic partial charges in e from the Löwdin method, atoms 1 to 6:
1 O -0.1687
2 C -0.5466
3 C -0.2685
4 C -0.1332
5 C -0.5489
6 N 0.1457

DFT (the ωB97M-V functional and the def2-TZVPD basis) results for one molecule with the formula C2H6N2O.

```
! wB97M-V def2-TZVPD RIJCOSX def2/J DEFGRID3
* xyz 0 1
C 1.5276 0.4004 -0.5496
N 0.1247 0.5513 -0.1584
C -0.6529 -0.5791 -0.0053
N -1.8049 -0.3779 0.7301
O -0.3611 -1.6437 -0.5121
H 2.2411 0.3453 0.3237
H 1.5736 -0.5480 -1.1399
H 1.8098 1.2233 -1.2394
H 0.0171 1.3251 0.5366
H -2.0279 0.4422 1.2956
H -2.4471 -1.1388 0.7187
*
```

Energy relative to the best compared isomer or geometry (same formula, charge and spin) = 17.7 kJ/mol
Kohn-Sham gap = 10.461 eV
SMILES string = CNC(N)=O
E_HOMO = -9.65 eV

Atomic partial charges in e from the Löwdin method, atoms 1 to 6:
1 C -0.1015
2 N -0.0264
3 C -0.6403
4 N 0.1405
5 O 0.0388
6 H 0.0920

DFT (the ωB97M-V functional and the def2-TZVPD basis) results for C50H52N5O3RbS2 as an isolated structure.

```
! wB97M-V def2-TZVPD RIJCOSX def2/J DEFGRID3
* xyz -2 1
Rb 1.2104 -0.9688 0.3477
C -0.4728 1.3910 -1.3817
N 0.4607 0.7557 -2.3069
C -0.0444 -0.5392 -2.7339
C 0.9664 -1.3424 -3.5547
N 1.7082 -2.2949 -2.7432
C 0.9021 -3.4661 -2.4108
C 2.9954 -2.6684 -3.2560
C 3.2830 -2.4987 -4.6123
C 4.5274 -2.8109 -5.1475
C 5.4989 -3.3338 -4.3034
C 5.2170 -3.5278 -2.9595
C 3.9735 -3.2078 -2.3727
S 3.7347 -3.4195 -0.6589
C 0.8652 1.6645 -3.3376
C 0.4486 1.4631 -4.6544
C 0.8299 2.3048 -5.6915
C 1.6312 3.3980 -5.3906
C 2.0255 3.6278 -4.0810
C 1.6751 2.7891 -2.9982
S 2.2040 3.1773 -1.3787
H -1.4754 1.4885 -1.8286
H -0.0886 2.3738 -1.1167
H -0.5677 0.8156 -0.4593
H -0.9996 -0.4411 -3.2778
H -0.2744 -1.0987 -1.8238
H 1.6746 -0.6474 -3.9972
H 0.4425 -1.8417 -4.3896
H 0.6920 -4.0676 -3.3116
H -0.0533 -3.1561 -1.9787
H 1.4281 -4.0727 -1.6747
H 2.5249 -2.0935 -5.2715
H 4.7257 -2.6436 -6.1997
H 6.4830 -3.5814 -4.6891
H 5.9794 -3.9143 -2.2938
H -0.1776 0.6115 -4.8918
H 0.5072 2.1022 -6.7058
H 1.9519 4.0743 -6.1777
H 2.6458 4.4838 -3.8429
N 3.2954 0.3296 2.1622
C 4.6523 0.2707 1.8906
C 5.6188 0.2852 2.8652
C 6.9864 0.1564 2.5263
C 7.3840 0.0189 1.2276
C 6.4063 0.0049 0.1978
C 6.7159 -0.1494 -1.1760
C 5.7175 -0.1504 -2.1011
C 4.3831 0.0045 -1.6631
N 4.0600 0.1223 -0.4074
C 5.0463 0.1305 0.5222
H 3.0164 0.6516 3.0725
H 2.7278 0.6812 1.4085
H 5.3253 0.3887 3.9047
H 7.7257 0.1695 3.3195
H 8.4326 -0.0820 0.9679
H 7.7531 -0.2738 -1.4714
H 5.9171 -0.2890 -3.1563
H 3.5664 0.0231 -2.3783
C -4.8432 -1.0332 5.1609
C -3.9377 -1.7495 4.2091
C -2.4819 -1.3848 4.2590
C -1.6155 -1.9509 3.1419
C -0.2060 -2.1893 3.6812
C -2.1869 -3.0941 2.3591
C -1.3619 -3.7843 1.3531
O -0.3029 -3.3812 0.9249
C -3.4889 -3.4249 2.4501
C -4.1613 -4.4739 1.5856
C -4.3672 -2.6936 3.3706
H -4.6428 0.0397 5.1455
H -4.6613 -1.3836 6.1830
H -5.8943 -1.1963 4.9183
H -2.1073 -1.5772 5.2753
H 0.1794 -1.2514 4.0800
H 0.4862 -2.5413 2.9217
H -0.2398 -2.9337 4.4842
H -1.7630 -4.7361 0.9628
H -4.0162 -4.2771 0.5234
H -5.2353 -4.4756 1.7717
H -3.7896 -5.4789 1.7952
H -5.4268 -2.9366 3.3476
C -2.5930 6.0347 0.6190
C -3.3778 5.1831 1.5904
C -4.2555 5.8084 2.4741
C -4.9732 5.0684 3.4025
C -4.8448 3.6905 3.4162
C -3.9825 3.0440 2.5327
N -3.8914 1.6320 2.6480
C -3.7671 0.7903 1.5288
C -4.6476 0.9997 0.4628
C -4.5649 0.2564 -0.7003
C -3.5944 -0.7314 -0.8118
C -2.7378 -0.9491 0.2554
C -2.8045 -0.2262 1.4457
C -1.6786 -0.4492 2.4804
O -2.2424 -0.0287 3.9091
O -0.5914 0.1131 2.1421
C -3.2148 3.7873 1.6237
C -2.1977 3.0980 0.7487
H -2.8356 7.0888 0.7617
H -2.8121 5.7726 -0.4187
H -1.5167 5.9160 0.7521
H -4.3618 6.8874 2.4389
H -5.6490 5.5606 4.0934
H -5.4230 3.0814 4.1015
H -3.3289 1.3157 3.4318
H -5.3845 1.7902 0.5609
H -5.2438 0.4554 -1.5208
H -3.4812 -1.3009 -1.7264
H -1.9423 -1.6749 0.1385
H -2.6716 2.5519 -0.0701
H -1.6198 2.3658 1.3216
H -1.4945 3.7998 0.3088
*
```

Energy relative to the best compared isomer or geometry (same formula, charge and spin) = 383.6 kJ/mol
Kohn-Sham gap = 4.934 eV
E_HOMO = -1.35 eV

Atomic partial charges in e from the Löwdin method, atoms 1 to 6:
1 Rb 0.7917
2 C -0.1397
3 N -0.1669
4 C -0.2210
5 C -0.1995
6 N -0.1682

DFT (the ωB97M-V functional and the def2-TZVPD basis) results for C59H51Cl2LaN7O5P2S as an isolated structure.

```
! wB97M-V def2-TZVPD RIJCOSX def2/J DEFGRID3
* xyz -1 1
La -0.5467 0.3461 -0.3967
Cl -3.0275 2.5561 3.6620
C -1.3046 2.7550 3.5348
C -0.6875 3.7184 4.3364
C 0.6609 3.9288 4.2560
Cl 1.3998 5.1325 5.2828
C 1.4529 3.1923 3.3493
C 2.8405 3.3741 3.1633
C 3.4982 2.6245 2.2293
C 2.7796 1.6782 1.4804
N 1.4957 1.4703 1.6384
C 0.8166 2.2118 2.5452
C -0.6068 1.9516 2.6251
O -1.1431 1.0465 1.8967
H -1.2898 4.3025 5.0185
H 3.3595 4.1112 3.7607
H 4.5582 2.7588 2.0579
H 3.2710 1.0853 0.7214
N 0.7129 -1.1378 3.2064
C 1.6385 -2.1648 3.2228
C 1.9502 -2.7641 4.4520
C 2.8327 -3.8200 4.5340
C 3.4361 -4.3107 3.3841
C 3.1283 -3.7321 2.1662
C 2.2343 -2.6672 2.0473
P 1.8717 -1.9649 0.3600
C 3.5660 -1.4252 -0.1256
C 3.7751 -1.0680 -1.4601
C 4.9935 -0.5604 -1.8778
C 6.0250 -0.3840 -0.9637
C 5.8249 -0.7200 0.3661
C 4.6040 -1.2371 0.7834
C 1.7574 -3.5678 -0.5590
C 2.8445 -4.1764 -1.1812
C 2.7033 -5.4018 -1.8184
C 1.4720 -6.0371 -1.8494
C 0.3800 -5.4325 -1.2441
C 0.5196 -4.2087 -0.6081
H 0.7802 -0.4766 2.4464
H 0.5281 -0.7001 4.0940
H 1.4798 -2.3797 5.3509
H 3.0535 -4.2628 5.4976
H 4.1362 -5.1348 3.4337
H 3.6001 -4.1158 1.2724
H 2.9622 -1.1868 -2.1657
H 5.1375 -0.2841 -2.9152
H 6.9756 0.0210 -1.2888
H 6.6239 -0.5836 1.0856
H 4.4628 -1.4924 1.8262
H 3.8144 -3.6958 -1.1840
H 3.5623 -5.8586 -2.2953
H 1.3655 -6.9933 -2.3468
H -0.5918 -5.9103 -1.2751
H -0.3354 -3.7431 -0.1401
O 0.4191 -1.5273 -2.2652
H -0.4827 -1.8945 -2.4491
H 0.6027 -0.9638 -3.0267
O -2.2186 -2.0741 -2.6390
H -2.5430 -1.6176 -1.8105
H -2.3460 -1.3992 -3.3149
O -0.9760 -2.0512 1.0752
H -1.8442 -1.7561 0.7024
H -0.9785 -1.8131 2.0155
N -1.3967 0.8050 -2.7733
C -1.8110 1.7036 -3.4000
N -2.3064 2.5709 -4.1909
C -2.3500 3.8646 -4.0947
N -2.4369 5.0249 -4.0849
C -1.7066 5.4774 -0.9316
C -1.5022 4.0674 -0.6776
N -1.3444 2.9510 -0.4738
H -2.3935 5.8888 -0.1935
H -2.1136 5.6062 -1.9374
H -0.7494 5.9934 -0.8661
N -2.8091 -0.6033 -0.3230
P -4.1327 -1.1597 0.2275
C -5.5723 -0.0341 0.2954
C -5.4340 1.2516 -0.2099
C -6.5132 2.1259 -0.1866
C -7.7273 1.7119 0.3403
C -7.8665 0.4253 0.8501
C -6.7901 -0.4453 0.8300
C -4.1235 -1.7676 1.9679
C -3.5026 -0.8913 2.8597
C -3.3859 -1.2126 4.2021
C -3.8807 -2.4252 4.6660
C -4.5044 -3.2981 3.7869
C -4.6301 -2.9721 2.4425
C -4.7713 -2.5831 -0.7359
C -5.7367 -2.4164 -1.7240
C -6.0279 -3.4507 -2.6020
C -5.3585 -4.6609 -2.4981
C -4.3910 -4.8348 -1.5180
C -4.0898 -3.7974 -0.6520
H -4.4723 1.5468 -0.6162
H -6.4091 3.1298 -0.5790
H -8.5706 2.3912 0.3570
H -8.8145 0.1064 1.2657
H -6.8847 -1.4494 1.2286
H -3.0859 0.0361 2.4832
H -2.9100 -0.5153 4.8813
H -3.7797 -2.6897 5.7116
H -4.8907 -4.2427 4.1506
H -5.1340 -3.6598 1.7736
H -6.2615 -1.4725 -1.8098
H -6.7722 -3.3085 -3.3759
H -5.5827 -5.4660 -3.1867
H -3.8588 -5.7755 -1.4467
H -3.3070 -3.9200 0.0900
C 5.5345 6.9546 -3.4942
C 6.5945 6.4990 -4.4650
O 7.3192 7.2640 -5.0475
S 6.8762 4.7514 -4.7262
C 5.5523 3.9152 -3.8780
C 5.7415 3.4116 -2.5972
C 4.7009 2.7760 -1.9415
C 3.4514 2.6300 -2.5541
C 3.2845 3.1247 -3.8569
C 4.3249 3.7530 -4.5156
C 2.3625 1.9808 -1.9007
C 1.4193 1.4224 -1.3551
H 4.9837 7.7818 -3.9403
H 6.0459 7.3324 -2.6071
H 4.8478 6.1700 -3.2000
H 6.7055 3.5272 -2.1174
H 4.8471 2.3793 -0.9452
H 2.3226 3.0033 -4.3373
H 4.1930 4.1277 -5.5227
*
```

Kohn-Sham gap = 7.518 eV
E_HOMO = -5.47 eV

Atomic partial charges in e from the Löwdin method, atoms 1 to 6:
1 La 1.7791
2 Cl 0.7021
3 C -0.5769
4 C -0.1445
5 C -0.6218
6 Cl 0.6498

DFT (the ωB97M-V functional and the def2-TZVPD basis) results for C36H27F12N5O3ReS2Se2 as an isolated structure.

```
! wB97M-V def2-TZVPD RIJCOSX def2/J DEFGRID3
* xyz 3 1
Re -0.8199 1.1881 -1.0173
C -1.3451 -3.5789 -6.2456
C -1.1964 -2.9451 -4.8863
C -0.5650 -3.6026 -3.8486
C -0.1940 -2.8884 -2.7359
C -0.5712 -1.5089 -2.5511
N -0.1570 -0.8006 -1.4674
C 0.6397 -1.4592 -0.5314
C 1.8573 -2.0831 -0.9330
C 2.6965 -2.6645 -0.0347
C 2.4299 -2.6661 1.3125
C 3.3933 -3.2153 2.1906
C 1.1658 -2.2405 1.7403
C 0.3147 -1.5885 0.8058
C -0.9818 -0.8840 1.2815
O -1.1021 0.3332 0.5218
C -0.7793 -0.3071 2.6944
F -0.8196 -1.2661 3.6155
F 0.4279 0.2538 2.9184
F -1.1219 1.7536 4.1742
C -2.2550 -1.7086 1.2051
F -3.2135 -1.2242 2.0319
F -1.9843 -2.9279 1.6307
F -2.7321 -1.7829 -0.0418
C -1.3551 -0.8652 -3.6581
C -1.6876 -1.6689 -4.7063
C -1.8400 0.6132 -3.6163
O -0.8642 1.3971 -2.9151
C -3.1922 0.8543 -2.8524
F -3.7298 2.0637 -2.9643
F -4.1010 -0.0403 -3.0852
F -2.9466 0.6918 -1.5014
C -1.9024 1.2302 -5.0300
F -0.8522 0.7480 -5.7118
F -1.9221 2.5440 -5.0251
F -2.9962 0.7611 -5.6714
H -1.3020 -4.6562 -6.3035
H -0.5209 -3.1078 -6.8745
H -2.3214 -3.3320 -6.7979
H -0.3752 -4.6555 -3.8638
H 0.4261 -3.4467 -2.0352
H 2.2222 -1.9613 -1.9973
H 3.6260 -3.0497 -0.4877
H 4.3806 -3.0650 1.8004
H 3.3337 -4.2993 2.0903
H 3.2271 -3.0444 3.2549
H 0.8837 -2.3205 2.7912
H -2.2787 -1.3039 -5.4887
Se 1.6364 2.8040 0.8124
N 1.0781 1.8265 -0.7533
C 2.2240 1.4848 -1.4062
C 2.3676 0.7765 -2.5842
C 3.5654 0.5625 -3.1200
C 4.8038 0.9374 -2.5056
C 4.7517 1.5415 -1.2935
C 3.4280 1.8579 -0.7263
N 3.2845 2.4780 0.3924
H 1.5446 0.4921 -3.1835
H 3.7803 0.0720 -4.0969
H 5.7372 0.7099 -2.9439
H 5.6470 1.9388 -0.7118
C -2.9764 -10.3790 10.0330
O -1.4592 -10.7408 9.7328
C -0.7062 -10.8099 10.6633
S 0.4675 -10.8585 11.6196
S -1.9726 1.0791 3.0155
H -3.2185 -9.4714 9.4270
H -3.0771 -10.3879 11.1739
H -3.5957 -11.3757 9.4520
C -1.5802 4.8351 2.3855
N -0.8360 5.3062 1.2523
C -0.8932 4.7431 0.0196
Se -1.9374 3.1989 -0.3587
N -0.4288 5.5513 -0.9015
C 0.1345 6.6966 -0.2646
C 0.7131 7.8620 -0.8233
C 1.2334 8.7297 0.1654
C 0.9917 8.4738 1.5713
C 0.2236 7.4457 2.1343
C -0.1363 6.5800 1.1171
H -1.2904 5.3589 3.3115
H -1.3345 3.8131 2.4988
H -2.6573 5.0145 2.1185
H -0.3804 5.3455 -1.9015
H 0.8491 8.0609 -1.8315
H 1.7384 9.6481 -0.2050
H 1.3129 9.1786 2.3739
H -0.0310 7.3476 3.1612
*
```

Kohn-Sham gap (spin up / spin down) = 4.089 / 4.095 eV
E_HOMO (spin up / spin down) = -13.01 / -13.01 eV

Atomic partial charges in e from the Löwdin method, atoms 1 to 6:
1 Re 1.4429
2 C -0.0324
3 C -0.2453
4 C -0.0077
5 C 0.0098
6 C -0.1587

no.,electronic energy (eV)
1,-89747.14080
2,-9845.28462
3,-7199.60393
4,-88615.48988
5,-138003.06546
6,-238437.36356